A cluster of 2 separate species, H2N2O4S in total in a non-equilibrium geometry, computed with ωB97M-V with the def2-TZVPD basis set.

Each line ends with the Löwdin charge.
Positions of all 9 atoms, in Å:
N (-0.90, -1.52, -1.59)  -0.34
N (-1.54, -0.98, -2.30)  0.25
O (-0.29, -2.27, -0.94)  0.08
O (0.82, 0.23, -0.52)  -0.24
O (1.17, 1.36, 1.64)  -0.27
O (-1.05, 0.43, 1.28)  -0.43
S (0.34, 0.05, 1.00)  0.90
H (0.68, 0.98, -1.00)  0.02
H (0.76, 1.72, 2.42)  0.04

Output
* calculated total energy: -809.77089 a.u.
* frontier orbital gap: 11.395 eV
* E_HOMO: -10.7 eV
* energy relative to the best compared isomer or geometry (same formula, charge and spin): 0.2025 eV